The following is a quantum chemistry calculation of a cluster of 3 separate species, C5H14O2 in total at a distorted geometry, from the Open Molecules 2025 dataset.

The geometry in XYZ format:
```
21
Properties=species:S:1:pos:R:3:lowdin_charge:R:1
C -1.988 -1.171 0.091 -0.04
C -1.871 0.159 0.108 -0.18
C -0.837 0.862 -0.799 -0.22
C 0.171 1.775 -0.021 -0.27
C 1.078 2.413 -1.014 -0.16
H -1.534 -1.761 -0.755 0.06
H -2.204 -1.719 1.002 0.05
H -2.433 0.795 0.933 0.13
H -1.394 1.457 -1.449 0.08
H -0.244 0.113 -1.267 0.09
H -0.356 2.525 0.625 0.11
H 0.691 1.053 0.654 0.11
H 1.989 3.097 -0.742 0.10
H 0.608 2.916 -1.885 0.08
H 1.613 1.635 -1.516 0.05
O 1.401 -2.065 2.308 -0.08
H 1.869 -1.339 1.841 0.05
H 1.107 -1.586 3.117 0.06
O 0.980 -2.739 -0.604 -0.06
H 0.795 -2.824 0.284 -0.06
H 0.559 -3.595 -0.911 0.08
```

Summary:
total charge	0
SMILES	C=CCCC.O.O
energy	-9505.2587	eV

The following is a quantum chemistry calculation of a structure of composition C4H7AlF5O3 at a distorted geometry, from the Open Molecules 2025 dataset.

The geometry in XYZ format:
```
20
Properties=species:S:1:pos:R:3:lowdin_charge:R:1
C -1.109 2.593 0.777 -0.05
C -1.495 1.123 0.406 -0.22
O -0.343 0.457 -0.079 -0.09
C -0.288 0.364 -1.449 -0.19
O 1.021 0.666 -1.962 0.08
C 1.967 0.450 -1.069 -0.66
O 2.185 -0.506 -0.524 0.28
F 2.740 1.523 -0.877 0.13
H -1.920 3.258 0.477 0.06
H -0.176 2.840 0.278 0.07
H -0.941 2.623 1.851 0.07
H -1.814 0.647 1.330 0.12
H -2.342 1.086 -0.283 0.11
H -0.969 1.084 -1.917 0.13
H -0.575 -0.621 -1.833 0.14
F 0.130 -4.952 1.620 -0.22
Al 0.817 -3.515 0.975 -0.12
F 2.374 -3.861 0.347 -0.21
F 0.936 -2.338 2.218 -0.21
F -0.198 -2.921 -0.286 -0.21
```

Summary:
total charge	-1
energy	-30598.5179	eV

The following is a quantum chemistry calculation of a cluster of 3 separate species, C2H12N2O2 in total, from the Open Molecules 2025 dataset.

The geometry in XYZ format:
```
18
Properties=species:S:1:pos:R:3:lowdin_charge:R:1
N -0.403 0.382 -2.163 -0.02
C -0.087 -1.041 -2.089 -0.28
C 0.682 -1.472 -0.827 -0.28
N 0.321 -0.689 0.345 -0.02
H 0.334 0.905 -1.705 0.05
H -1.223 0.641 -1.632 0.05
H 0.568 -1.249 -2.933 0.09
H -1.019 -1.579 -2.243 0.10
H 0.480 -2.535 -0.670 0.10
H 1.750 -1.407 -1.013 0.10
H -0.673 -0.809 0.509 0.08
H 0.823 -0.891 1.194 0.06
O -0.397 2.504 0.848 -0.08
H 0.297 3.168 0.918 0.04
H 0.044 1.652 1.023 0.00
O -0.168 0.555 3.441 -0.07
H -0.233 1.519 3.381 0.03
H -1.096 0.347 3.617 0.04
```

Summary:
total charge	0
SMILES	NCCN.O.O
energy	-9343.6143	eV

The following is a quantum chemistry calculation of a structure of composition C23H16AsInO6 at a distorted geometry, from the Open Molecules 2025 dataset.

The geometry in XYZ format:
```
47
Properties=species:S:1:pos:R:3:lowdin_charge:R:1
O 1.154 0.931 -8.010 0.07
C 0.474 0.781 -7.110 0.02
In -0.403 -0.667 -2.920 0.48
O -2.114 1.205 -5.289 0.18
C -1.698 0.524 -4.453 0.01
C -2.509 -0.965 -1.484 0.05
O -3.301 -0.909 -0.700 0.19
C 0.623 -2.433 -1.838 0.02
O 1.371 -3.168 -1.332 0.18
C -1.572 -2.733 -4.159 0.01
O -1.838 -3.583 -4.870 0.17
H 0.758 -1.049 -4.327 0.05
O 0.121 0.865 -1.427 -0.52
As 0.135 0.454 0.241 1.27
C -0.723 -1.140 0.987 -0.33
C -1.980 -1.011 1.559 -0.13
C -2.531 -2.088 2.244 -0.04
C -1.822 -3.281 2.359 -0.03
C -0.548 -3.392 1.804 -0.03
C 0.016 -2.300 1.139 -0.12
C 2.001 0.248 0.560 -0.33
C 2.277 0.124 1.926 -0.12
C 3.592 -0.087 2.337 -0.04
C 4.614 -0.176 1.390 -0.04
C 4.323 -0.055 0.031 -0.05
C 3.012 0.156 -0.409 -0.07
C -0.685 2.061 0.812 -0.31
C -2.031 2.346 0.542 -0.10
C -2.613 3.459 1.155 -0.05
C -1.860 4.279 2.003 -0.04
C -0.513 3.990 2.235 -0.04
C 0.091 2.886 1.630 -0.08
H -2.515 -0.051 1.512 0.11
H -3.523 -1.979 2.688 0.13
H -2.269 -4.138 2.887 0.13
H 0.030 -4.312 1.899 0.13
H 1.038 -2.367 0.747 0.09
H 1.462 0.184 2.653 0.12
H 3.797 -0.182 3.405 0.12
H 5.650 -0.345 1.729 0.13
H 5.133 -0.126 -0.709 0.13
H 2.772 0.241 -1.478 0.11
H -2.625 1.705 -0.121 0.10
H -3.670 3.681 0.972 0.12
H -2.327 5.151 2.490 0.13
H 0.086 4.624 2.895 0.12
H 1.143 2.645 1.807 0.11
```

Summary:
total charge	+2
energy	-102388.0354	eV